[1]
{"formula": "C18H14F2N2O2Rh", "method": "ωB97M-V/def2-TZVPD", "total_energy_ev": -34401.5848, "homo_ev": [-10.97, -11.03], "orbital_gap_ev": [6.01, 5.16], "charge": 1, "e_above_lowest_kcal_mol": 19.87, "species": ["Rh", "C", "O", "C", "C", "C", "C", "C", "C", "N", "N", "C", "C", "O", "C", "C", "C", "C", "C", "C", "C", "C", "H", "H", "H", "H", "H", "H", "H", "H", "H", "H", "H", "H", "H", "F", "C", "F", "H"], "coordinates": [[-2.371, 0.075, 0.105], [-3.519, 3.388, 0.217], [-2.446, 2.478, -0.054], [-1.178, 2.960, -0.006], [-0.871, 4.300, 0.162], [0.452, 4.709, 0.194], [1.491, 3.791, 0.051], [1.205, 2.461, -0.126], [-0.130, 2.018, -0.144], [-0.455, 0.689, -0.308], [0.483, -0.180, -0.354], [0.296, -1.457, -0.675], [-0.986, -1.992, -1.175], [-1.952, -1.233, -1.469], [-1.091, -3.404, -1.347], [-0.040, -4.224, -1.126], [1.246, -3.732, -0.723], [2.335, -4.588, -0.540], [3.561, -4.094, -0.146], [3.724, -2.730, 0.097], [2.665, -1.866, -0.067], [1.414, -2.346, -0.495], [-3.557, 4.172, -0.538], [-3.411, 3.826, 1.209], [-4.433, 2.804, 0.175], [-1.657, 5.034, 0.260], [0.672, 5.759, 0.332], [2.519, 4.125, 0.088], [1.989, 1.729, -0.241], [-2.043, -3.785, -1.690], [-0.165, -5.292, -1.259], [2.212, -5.650, -0.711], [4.401, -4.764, -0.025], [4.684, -2.348, 0.416], [2.773, -0.810, 0.127], [-1.492, 1.192, 2.595], [-2.106, 0.077, 2.138], [-1.235, -0.974, 2.296], [-2.987, -0.115, 2.758]], "forces_ev_per_angstrom": [[1.036, 2.433, -0.611], [-0.277, 0.129, 0.161], [-0.429, -0.902, 0.068], [1.066, -0.300, 0.064], [-0.011, 0.129, 0.092], [0.045, -0.057, -0.030], [-0.138, 0.262, 0.106], [-0.378, -0.300, -0.134], [0.120, 1.450, -0.196], [-0.858, -2.116, 1.479], [-0.606, 0.340, -0.999], [-0.945, -0.045, 0.121], [1.805, -0.408, 0.180], [-1.093, 0.304, 1.359], [-0.213, 0.083, -0.318], [0.205, 0.102, 0.066], [-0.094, 0.424, 0.036], [0.358, -0.139, 0.083], [-0.107, -0.200, -0.058], [-0.119, 0.094, -0.028], [-0.198, -0.142, -0.063], [0.537, -0.319, 0.153], [0.059, -0.073, -0.034], [0.047, -0.027, -0.012], [0.012, -0.033, -0.040], [0.028, 0.000, 0.030], [-0.003, -0.004, -0.027], [-0.006, -0.017, -0.011], [0.011, 0.005, -0.011], [0.006, 0.021, 0.019], [0.041, -0.009, -0.012], [-0.037, 0.013, -0.023], [-0.030, -0.020, 0.018], [0.002, -0.003, -0.007], [0.094, 0.023, 0.009], [-0.280, -0.192, -0.509], [0.949, -0.978, -0.776], [-0.372, 0.440, 0.114], [-0.228, 0.031, -0.257]], "lowdin_charge": [1.08, -0.03, -0.16, -0.22, 0.00, -0.04, -0.05, 0.01, -0.17, -0.02, 0.14, -0.12, -0.32, -0.07, 0.01, 0.03, -0.16, -0.01, -0.05, -0.05, -0.01, -0.10, 0.11, 0.11, 0.10, 0.11, 0.12, 0.12, 0.11, 0.13, 0.13, 0.12, 0.11, 0.11, 0.10, 0.04, -0.34, 0.00, 0.13]}

---

[2]
{"formula": "C19H26FN2", "method": "ωB97M-V/def2-TZVPD", "smiles": "CC[NH+](CC)c1ccc(CNCCc2ccccc2F)cc1", "total_energy_ev": -25816.9025, "homo_ev": -11.34, "orbital_gap_ev": 9.06, "charge": 1, "e_above_lowest_kcal_mol": 6.66, "species": ["C", "C", "N", "C", "C", "C", "C", "C", "C", "C", "N", "C", "C", "C", "C", "C", "C", "C", "C", "F", "C", "C", "H", "H", "H", "H", "H", "H", "H", "H", "H", "H", "H", "H", "H", "H", "H", "H", "H", "H", "H", "H", "H", "H", "H", "H", "H", "H"], "coordinates": [[0.653, 5.390, 0.447], [1.205, 3.977, 0.377], [0.116, 2.961, 0.455], [-0.574, 2.746, -0.850], [-1.934, 2.106, -0.642], [0.577, 1.685, 1.019], [1.649, 1.018, 0.452], [2.034, -0.206, 0.970], [1.357, -0.772, 2.041], [1.692, -2.151, 2.540], [0.579, -3.043, 2.256], [0.355, -3.302, 0.842], [-0.865, -2.508, 0.334], [-1.005, -2.637, -1.152], [-1.500, -3.799, -1.735], [-1.591, -3.933, -3.108], [-1.187, -2.901, -3.939], [-0.695, -1.730, -3.390], [-0.612, -1.624, -2.016], [-0.135, -0.451, -1.495], [0.298, -0.075, 2.614], [-0.092, 1.152, 2.110], [0.122, 5.557, 1.383], [-0.016, 5.611, -0.381], [1.476, 6.097, 0.403], [1.882, 3.803, 1.216], [1.756, 3.823, -0.551], [-0.591, 3.327, 1.105], [0.054, 2.096, -1.460], [-0.684, 3.711, -1.346], [-2.582, 2.737, -0.037], [-2.411, 1.961, -1.607], [-1.837, 1.132, -0.170], [2.175, 1.427, -0.396], [2.863, -0.729, 0.519], [1.826, -2.122, 3.624], [2.637, -2.487, 2.082], [0.695, -3.907, 2.770], [0.166, -4.365, 0.679], [1.234, -3.027, 0.242], [-1.757, -2.890, 0.832], [-0.742, -1.461, 0.610], [-1.822, -4.605, -1.093], [-1.980, -4.845, -3.533], [-1.257, -3.003, -5.010], [-0.377, -0.908, -4.011], [-0.234, -0.513, 3.443], [-0.922, 1.680, 2.558]], "forces_ev_per_angstrom": [[-0.045, -0.171, -0.098], [0.526, 0.728, 0.103], [-0.071, -0.132, 0.340], [-0.629, -0.123, -0.667], [0.179, -0.032, 0.032], [0.210, -0.622, 0.342], [-0.171, 0.293, -0.017], [-0.110, 0.015, 0.166], [0.090, 0.186, -0.030], [0.026, -0.130, 0.031], [0.085, -0.337, 0.307], [-0.297, 0.275, -0.087], [0.244, -0.110, -0.078], [0.015, 0.283, 0.009], [0.055, 0.130, -0.114], [-0.035, -0.122, -0.045], [-0.003, 0.004, 0.046], [0.068, 0.130, 0.126], [-0.144, -0.226, -0.146], [-0.018, -0.089, -0.008], [0.149, 0.056, -0.092], [0.001, 0.128, -0.089], [-0.048, 0.035, 0.104], [-0.064, 0.054, -0.066], [0.057, 0.036, 0.003], [-0.120, -0.120, -0.129], [-0.081, -0.164, 0.063], [0.188, -0.070, -0.126], [0.114, 0.135, 0.126], [0.136, -0.003, 0.110], [-0.097, 0.085, 0.057], [-0.033, 0.007, -0.078], [-0.019, -0.090, 0.025], [0.074, 0.065, -0.153], [0.086, -0.085, -0.051], [0.084, -0.005, -0.071], [-0.094, 0.080, 0.080], [-0.002, 0.079, -0.032], [0.094, 0.024, 0.000], [-0.019, -0.098, 0.000], [-0.014, 0.048, 0.041], [-0.086, -0.064, 0.014], [-0.055, -0.110, 0.094], [-0.040, -0.088, -0.042], [-0.007, -0.006, -0.105], [0.040, 0.097, -0.054], [-0.100, -0.051, 0.104], [-0.121, 0.076, 0.058]], "lowdin_charge": [-0.05, -0.16, -0.07, -0.16, -0.04, -0.23, -0.01, 0.00, -0.21, -0.18, -0.06, -0.20, -0.12, -0.17, -0.03, -0.07, -0.07, -0.01, -0.21, 0.03, -0.01, 0.00, 0.09, 0.08, 0.09, 0.14, 0.14, 0.18, 0.13, 0.13, 0.09, 0.10, 0.07, 0.13, 0.13, 0.13, 0.12, 0.11, 0.12, 0.12, 0.13, 0.09, 0.12, 0.11, 0.11, 0.12, 0.13, 0.13]}